Entry from the OMol25 dataset: C4H8N2 as an isolated structure at a distorted geometry (ωB97M-V/def2-TZVPD).

Geometry as XYZ:
```
14
C4H8N2 (ωB97M-V/def2-TZVPD)
C -0.16534 -1.14064 -0.33657
C -1.07647 -0.05140 0.20974
C 1.05693 -1.11506 -1.21278
C -1.25376 1.44615 0.28890
N -1.71686 -0.95219 0.89335
N -0.68554 -2.00476 0.43138
H 1.45955 0.81501 1.49941
H 1.59005 -0.08993 -1.36428
H 0.60465 -1.49012 -2.14842
H 1.73458 -1.90141 -0.85132
H -0.37581 1.94897 -0.12337
H -1.09216 1.44453 1.33221
H -2.21564 1.90859 0.18539
H 2.13582 1.18226 1.19635
```

Properties
- HOMO-LUMO gap (eV) = 9.1
- relative energy (zero: lowest compared OMol25 entry of this formula, charge and spin) (eV) = 5.214
- HOMO level (eV) = -9.16
- E_LUMO (eV) = -0.03

---

Entry from the OMol25 dataset: a 2-piece molecular cluster, C4H8N2 overall at a distorted geometry (ωB97M-V/def2-TZVPD).

Geometry as XYZ:
```
14
C4H8N2 (ωB97M-V/def2-TZVPD)
C 0.89327 0.72893 0.81072
C -0.69917 -0.09979 0.41886
N 1.09389 -0.72188 -1.13507
C -1.38374 0.85136 -0.49584
C -1.11622 -0.27611 -1.07457
N -0.94398 -0.78357 1.51337
H -1.39349 -1.67170 1.27532
H 1.98953 -0.24209 -1.24394
H 1.27372 -1.51922 -0.51967
H -1.69621 1.88245 -0.51658
H -1.32401 -0.90290 -1.92585
H 0.41661 1.19786 1.67082
H 1.69501 0.07582 1.13321
H 1.19479 1.48083 0.08921
```

Properties
- HOMO-LUMO gap (alpha / beta) (eV) = 8.4 / 7.8
- relative energy (zero: lowest compared OMol25 entry of this formula, charge and spin) (eV) = 8.280
- HOMO level (alpha / beta) (eV) = -8.83 / -8.21
- E_LUMO (alpha / beta) (eV) = -0.48 / -0.41

---

Entry from the OMol25 dataset: a 2-piece molecular cluster, C4H8N2 overall at a distorted geometry (ωB97M-V/def2-TZVPD).

Geometry as XYZ:
```
14
C4H8N2 (ωB97M-V/def2-TZVPD)
C -0.71888 1.10231 -0.78326
C 0.12304 -0.06034 -0.42331
C 1.53658 0.09337 0.01945
N -0.36296 -1.25873 -0.53064
C -1.18314 -0.09184 1.99671
N -0.91217 -0.94994 2.75237
H -1.33970 1.18366 0.13059
H -1.34505 0.91201 -1.65876
H -0.13087 2.01139 -0.91007
H 2.19004 -0.18370 -0.81894
H 1.74049 -0.55497 0.87512
H 1.74682 1.12698 0.29372
H 0.11152 -2.03335 -0.07991
H -1.36304 -1.37684 -0.64855
```

Properties
- HOMO-LUMO gap (eV) = 8.0
- relative energy (zero: lowest compared OMol25 entry of this formula, charge and spin) (eV) = 2.251
- HOMO level (eV) = -8.48
- E_LUMO (eV) = -0.50

---

Entry from the OMol25 dataset: the molecule C4H8N2 at a distorted geometry (ωB97M-V/def2-TZVPD).

Geometry as XYZ:
```
14
C4H8N2 (ωB97M-V/def2-TZVPD)
C -0.45376 1.25577 0.43356
N -0.49010 0.03171 -0.38156
C -1.08177 -1.08406 0.34649
C 0.79449 -0.37591 -1.01446
C 1.92956 0.24211 -0.31388
N 2.58931 0.90730 0.36501
H -0.88892 2.11824 -0.08142
H 0.57102 1.52308 0.71145
H -0.97757 1.10130 1.38313
H -0.46937 -1.40110 1.20783
H -1.21055 -1.93296 -0.33157
H -2.07526 -0.81333 0.71971
H 0.85144 -0.10488 -2.07918
H 0.91148 -1.46728 -0.96507
```

Properties
- HOMO-LUMO gap (eV) = 9.9
- relative energy (zero: lowest compared OMol25 entry of this formula, charge and spin) (eV) = 1.295
- SMILES string = CN(C)CC#N
- HOMO level (eV) = -9.07
- E_LUMO (eV) = 0.88

---

Entry from the OMol25 dataset: the molecule C4H8N2 at a distorted geometry (ωB97M-V/def2-TZVPD).

Geometry as XYZ:
```
14
C4H8N2 (ωB97M-V/def2-TZVPD)
C 0.43845 -1.16334 -0.71244
N -0.09791 0.14156 -0.35849
C 0.34408 1.29718 -1.13056
C -0.77700 0.29381 0.75238
C -0.67017 -0.56871 1.96482
N -0.09999 -1.67698 2.06566
H 1.25954 -1.03980 -1.42194
H -0.34501 -1.78318 -1.15676
H 0.72888 -1.66384 0.23379
H 1.39151 1.50717 -0.88273
H -0.26041 2.16752 -0.86743
H 0.26084 1.10350 -2.20174
H -1.17070 1.30005 0.90911
H -1.00211 0.08506 2.80633
```

Properties
- HOMO-LUMO gap (alpha / beta) (eV) = 8.0 / 6.6
- relative energy (zero: lowest compared OMol25 entry of this formula, charge and spin) (eV) = 3.542
- HOMO level (alpha / beta) (eV) = -7.77 / -6.56
- E_LUMO (alpha / beta) (eV) = 0.23 / 0.03

---

Entry from the OMol25 dataset: the molecule C4H8N2 (ωB97M-V/def2-TZVPD).

Geometry as XYZ:
```
14
C4H8N2 (ωB97M-V/def2-TZVPD)
C 1.89810 -0.11881 -0.05470
N 1.09828 -1.29892 0.27082
C 0.62174 -0.38021 -0.75342
C -0.58265 0.47194 -0.47334
C -1.74974 -0.09258 0.24042
N -0.82786 0.81830 0.92248
H 2.84616 -0.32016 -0.54758
H 1.90455 0.69681 0.66549
H 0.59423 -1.11314 1.13805
H 0.64888 -0.78956 -1.76306
H -0.77508 1.24818 -1.21389
H -1.69372 -1.11958 0.59463
H -2.75104 0.24891 -0.01128
H -1.23186 1.74882 0.98540
```

Properties
- HOMO-LUMO gap (eV) = 10.3
- relative energy (zero: lowest compared OMol25 entry of this formula, charge and spin) (eV) = 2.088
- SMILES string = C1N[C@H]1[C@H]1CN1
- HOMO level (eV) = -9.24
- E_LUMO (eV) = 1.07

---

Entry from the OMol25 dataset: the molecule C4H8N2 (ωB97M-V/def2-TZVPD).

Geometry as XYZ:
```
14
C4H8N2 (ωB97M-V/def2-TZVPD)
C -1.20780 0.31126 1.35720
N 0.10803 0.90025 1.58640
C -0.47654 0.99014 0.26012
C -0.04312 0.02203 -0.80953
C 1.30223 -0.37573 -1.30452
N 0.64115 -1.13787 -0.25870
H -2.04969 0.77987 1.85731
H -1.26321 -0.77482 1.27526
H 0.79593 0.14689 1.56161
H -0.78969 1.98522 -0.05211
H -0.81650 -0.10643 -1.56938
H 2.23662 0.12029 -1.05517
H 1.27743 -0.82196 -2.29818
H 0.28515 -2.03914 -0.55031
```

Properties
- HOMO-LUMO gap (eV) = 10.3
- relative energy (zero: lowest compared OMol25 entry of this formula, charge and spin) (eV) = 2.300
- SMILES string = C1N[C@H]1[C@H]1CN1
- HOMO level (eV) = -9.19
- E_LUMO (eV) = 1.06

---

Entry from the OMol25 dataset: the molecule C4H8N2 at a distorted geometry (ωB97M-V/def2-TZVPD).

Geometry as XYZ:
```
14
C4H8N2 (ωB97M-V/def2-TZVPD)
C 0.82777 -1.30627 0.12682
C -0.05039 -0.19099 -0.15653
C -0.80201 0.47224 0.95198
C 0.04500 1.32468 0.08848
N -0.57044 1.60004 -1.31003
N -0.68967 -0.01940 -1.52574
H 1.96830 -1.13227 -0.06767
H 0.57497 -2.27308 -0.45811
H 0.77925 -1.64733 1.19660
H -0.42121 0.40771 1.95684
H -1.83693 0.84700 0.90150
H 0.82335 1.97620 0.44977
H -1.50016 1.82615 -1.14219
H -0.05785 -0.17321 -2.23338
```

Properties
- HOMO-LUMO gap (eV) = 9.9
- relative energy (zero: lowest compared OMol25 entry of this formula, charge and spin) (eV) = 3.882
- SMILES string = C[C@@]12C[C@@H]1NN2
- HOMO level (eV) = -8.83
- E_LUMO (eV) = 1.09

---

Entry from the OMol25 dataset: the molecule C4H8N2 at a distorted geometry (ωB97M-V/def2-TZVPD).

Geometry as XYZ:
```
14
C4H8N2 (ωB97M-V/def2-TZVPD)
C 2.48169 -0.22694 -0.49884
C 1.53737 0.36199 0.28474
C 0.15836 -0.17754 0.38809
C -0.84597 0.87606 -0.11459
N -2.08745 0.70630 -0.39298
N -2.60106 -0.54629 -0.15912
H 2.20591 -1.07580 -1.13989
H 3.50806 0.13116 -0.63778
H 1.86914 1.22519 0.89897
H 0.08835 -1.10486 -0.24782
H -0.07931 -0.41367 1.45312
H -0.48225 1.89186 -0.32895
H -2.17016 -1.09858 0.55732
H -3.58271 -0.54889 -0.06227
```

Properties
- HOMO-LUMO gap (eV) = 10.0
- relative energy (zero: lowest compared OMol25 entry of this formula, charge and spin) (eV) = 1.981
- SMILES string = C=CC/C=N\N
- HOMO level (eV) = -8.88
- E_LUMO (eV) = 1.10

---

Entry from the OMol25 dataset: the molecule C4H8N2 at a distorted geometry (ωB97M-V/def2-TZVPD).

Geometry as XYZ:
```
14
C4H8N2 (ωB97M-V/def2-TZVPD)
C -1.31183 0.22267 1.59621
C -1.34187 0.52767 0.33568
C -0.19213 -0.46110 -1.58310
C -0.15497 0.83979 -0.67459
N 1.63852 0.48397 0.74494
N 1.15708 1.24236 -0.22297
H -0.33452 0.16571 2.05566
H -2.20860 0.12410 1.99261
H -1.14445 -0.39174 -2.06860
H -0.38061 -1.21887 -0.91407
H 0.64041 -0.42034 -2.14391
H 2.50712 0.84170 1.10536
H -0.56313 1.50088 -1.36224
H 1.09168 -0.28053 1.02035
```

Properties
- HOMO-LUMO gap (alpha / beta) (eV) = 9.8 / 7.1
- relative energy (zero: lowest compared OMol25 entry of this formula, charge and spin) (eV) = 6.149
- HOMO level (alpha / beta) (eV) = -8.79 / -7.48
- E_LUMO (alpha / beta) (eV) = 0.97 / -0.34

---

Entry from the OMol25 dataset: C4H8N2 as an isolated structure (ωB97M-V/def2-TZVPD).

Geometry as XYZ:
```
14
C4H8N2 (ωB97M-V/def2-TZVPD)
C 1.55277 0.50480 -0.10688
N 1.37391 -0.93029 0.26331
C 0.63998 -1.05723 -0.94790
C 0.81396 0.19617 -1.38700
C -2.11386 0.10501 0.59159
N -1.29949 0.26400 1.54938
H 2.60583 0.78358 -0.19728
H 1.05313 1.18086 0.59227
H 0.81475 -1.05196 1.10685
H 0.18220 -1.96869 -1.31903
H 0.64545 0.72692 -2.31342
H -2.21607 -0.88449 0.14228
H -2.74504 0.89339 0.16421
H -1.30751 1.23794 1.86162
```

Properties
- HOMO-LUMO gap (eV) = 9.5
- relative energy (zero: lowest compared OMol25 entry of this formula, charge and spin) (eV) = 2.767
- HOMO level (eV) = -8.38
- E_LUMO (eV) = 1.09

---

Entry from the OMol25 dataset: C4H8N2 as an isolated structure at a distorted geometry (ωB97M-V/def2-TZVPD).

Geometry as XYZ:
```
14
C4H8N2 (ωB97M-V/def2-TZVPD)
C -1.80436 0.46095 -0.99787
C 0.62017 -0.06012 -0.38769
C -1.93546 0.35788 0.43458
C 1.32423 -0.61127 1.43757
N -0.69883 0.22361 -0.39053
N 1.40818 0.08013 -1.37951
H -2.26115 0.58027 -1.97218
H -2.04135 1.25365 1.05051
H -2.39381 -0.53604 0.86637
H 0.47370 -0.50541 2.09229
H 1.65447 -1.62743 1.25914
H 2.12829 0.09695 1.59060
H 2.40369 -0.15135 -1.30369
H 1.12223 0.43818 -2.29960
```

Properties
- HOMO-LUMO gap (eV) = 10.0
- relative energy (zero: lowest compared OMol25 entry of this formula, charge and spin) (eV) = 2.809
- charge = +2
- HOMO level (eV) = -21.64
- E_LUMO (eV) = -11.65

---

Entry from the OMol25 dataset: the molecule C4H8N2O at a distorted geometry (ωB97M-V/def2-TZVPD).

Geometry as XYZ:
```
15
C4H8N2O (ωB97M-V/def2-TZVPD)
C -1.25623 1.61982 -1.64576
N -0.68258 0.82032 -0.84256
N 0.57227 0.38838 -1.33077
C 1.05254 -0.59963 -0.72420
C 0.39662 -1.38983 0.29081
C 0.54916 -0.77888 1.72979
O -0.50170 0.10627 2.04451
H -0.90806 1.84680 -2.61848
H -2.24706 1.96858 -1.28705
H 2.01195 -0.95132 -1.13166
H 0.85153 -2.43078 0.19450
H -0.71065 -1.43611 0.23506
H 0.37979 -1.61101 2.38922
H 1.55567 -0.39838 1.99601
H -0.60000 0.59223 1.17581
```

Properties
- HOMO-LUMO gap (eV) = 10.1
- relative energy (zero: lowest compared OMol25 entry of this formula, charge and spin) (eV) = 3.368
- SMILES string = C=N/N=C\CCO
- HOMO level (eV) = -9.62
- E_LUMO (eV) = 0.49

---

Entry from the OMol25 dataset: the molecule C4H8N2O at a distorted geometry (ωB97M-V/def2-TZVPD).

Geometry as XYZ:
```
15
C4H8N2O (ωB97M-V/def2-TZVPD)
C 1.69508 -0.34240 0.76506
N 0.44787 -0.83266 0.07313
C -0.38392 0.11053 -0.76815
C -1.49064 0.65475 0.04282
O -2.23895 -0.41584 0.63786
C 0.42017 0.93794 -1.56192
N 1.07993 1.61935 -2.24836
H 1.41333 0.48662 1.42436
H 2.17763 -1.12856 1.35657
H 2.38141 0.03559 0.00834
H -0.20256 -1.23740 0.76262
H 0.54016 -1.47900 -0.69486
H -2.10812 1.28872 -0.60152
H -1.15767 1.25065 0.90282
H -2.57372 -0.94830 -0.09878
```

Properties
- HOMO-LUMO gap (eV) = 7.8
- relative energy (zero: lowest compared OMol25 entry of this formula, charge and spin) (eV) = 3.724
- HOMO level (eV) = -7.39
- E_LUMO (eV) = 0.38

---

Entry from the OMol25 dataset: a 2-piece molecular cluster, C4H8N2O overall at a distorted geometry (ωB97M-V/def2-TZVPD).

Geometry as XYZ:
```
15
C4H8N2O (ωB97M-V/def2-TZVPD)
C 0.35297 -0.69104 -1.50035
C 0.17529 0.62470 -0.89909
C -0.14385 1.86775 -1.35530
N -0.02371 2.85995 -0.31748
C 0.35494 2.12363 0.74091
N 0.49369 0.83448 0.43755
H 1.39942 -1.03877 -1.52564
H -0.03329 -0.66239 -2.53311
H -0.24447 -1.41513 -0.92125
H -0.49781 2.09633 -2.36057
H 0.42619 2.55466 1.73953
H 0.86685 0.14912 1.09903
O -0.66286 -3.20740 2.38891
H -1.39767 -3.78236 2.70154
H -1.06568 -2.31353 2.30533
```

Properties
- HOMO-LUMO gap (eV) = 9.1
- relative energy (zero: lowest compared OMol25 entry of this formula, charge and spin) (eV) = 1.192
- SMILES string = Cc1cnc[nH]1.O
- HOMO level (eV) = -8.66
- E_LUMO (eV) = 0.45

---

Entry from the OMol25 dataset: the molecule C4H8N2O at a distorted geometry (ωB97M-V/def2-TZVPD).

Geometry as XYZ:
```
15
C4H8N2O (ωB97M-V/def2-TZVPD)
N -1.20536 -0.86114 0.49928
C -0.71577 0.56909 0.17128
C 0.25665 0.20917 -0.92796
C 1.62378 -0.04139 -0.35906
O 1.50440 -1.07083 0.65382
C -1.86789 1.35776 -0.26855
N -2.78810 1.97343 -0.60503
H -0.50274 -1.28223 1.12058
H -2.17090 -1.01875 0.81208
H -0.31933 0.99333 1.10377
H 0.26812 0.90521 -1.76762
H -0.80664 -1.11390 -0.56411
H 2.08186 0.84227 0.13108
H 2.31236 -0.36658 -1.15230
H 2.32955 -1.09544 1.15274
```

Properties
- HOMO-LUMO gap (eV) = 8.0
- relative energy (zero: lowest compared OMol25 entry of this formula, charge and spin) (eV) = 4.486
- HOMO level (eV) = -7.39
- E_LUMO (eV) = 0.63

---

Entry from the OMol25 dataset: the molecule C4H8N2O at a distorted geometry (ωB97M-V/def2-TZVPD).

Geometry as XYZ:
```
15
C4H8N2O (ωB97M-V/def2-TZVPD)
C -1.29156 0.75396 -0.18185
C -1.40900 -0.73992 0.06835
C 1.94327 -0.27261 0.01598
C 0.06977 1.05194 0.61463
N 0.90942 -1.20136 -0.18214
N -0.09373 -1.02506 0.73928
O 1.22193 1.06676 -0.07229
H -0.98908 0.89095 -1.18410
H -2.24440 1.23996 -0.02303
H -2.30453 -0.89418 0.65201
H -1.62063 -1.13190 -0.89218
H 2.61061 -0.24322 0.89338
H 2.47399 -0.15345 -0.91529
H 0.16981 1.62977 1.53838
H 0.55414 -0.97165 -1.07114
```

Properties
- HOMO-LUMO gap (eV) = 8.8
- relative energy (zero: lowest compared OMol25 entry of this formula, charge and spin) (eV) = 5.746
- HOMO level (eV) = -7.70
- E_LUMO (eV) = 1.10

---

Entry from the OMol25 dataset: the molecule C4H8N2O at a distorted geometry (ωB97M-V/def2-TZVPD).

Geometry as XYZ:
```
15
C4H8N2O (ωB97M-V/def2-TZVPD)
C 0.01077 -0.78353 -1.70980
C -0.29167 -0.26786 -0.33694
C -0.89902 -0.96913 0.79646
N 0.53170 -0.62591 0.85863
C 0.36955 0.84168 0.32663
N -0.19802 1.88502 1.08686
O 1.57986 1.11490 -0.26190
H 0.09876 -1.87576 -1.69936
H -0.78907 -0.48690 -2.38959
H 0.94906 -0.36971 -2.09766
H -1.59020 -0.46280 1.47333
H -1.14468 -2.02007 0.62712
H -1.04135 1.54918 1.53025
H 0.41726 2.27183 1.80319
H 1.99706 0.19904 -0.00720
```

Properties
- HOMO-LUMO gap (eV) = 10.1
- relative energy (zero: lowest compared OMol25 entry of this formula, charge and spin) (eV) = 3.383
- SMILES string = C[C@@]12CN1[C@@]2(N)O
- HOMO level (eV) = -9.07
- E_LUMO (eV) = 1.00

---

Entry from the OMol25 dataset: the molecule C4H8N2O at a distorted geometry (ωB97M-V/def2-TZVPD).

Geometry as XYZ:
```
15
C4H8N2O (ωB97M-V/def2-TZVPD)
N 0.13275 0.78335 -1.33590
C 0.61804 -0.41992 -0.53979
C -0.66433 -0.70559 0.22250
C -0.66210 0.04841 1.52307
O -0.45916 1.45368 1.22725
C 1.00736 -1.47382 -1.47825
N 1.32770 -2.30132 -2.22036
H 0.21823 1.60218 -0.72271
H 0.51935 0.92666 -2.27063
H 1.50584 -0.09946 0.02460
H -0.86501 -1.77230 0.35755
H -0.92764 0.39130 -1.11519
H 0.14302 -0.24593 2.22870
H -1.62121 -0.09373 2.04073
H -0.27285 1.90648 2.05841
```

Properties
- HOMO-LUMO gap (eV) = 8.0
- relative energy (zero: lowest compared OMol25 entry of this formula, charge and spin) (eV) = 4.483
- HOMO level (eV) = -7.37
- E_LUMO (eV) = 0.61

---

Entry from the OMol25 dataset: the molecule C4H8N2O at a distorted geometry (ωB97M-V/def2-TZVPD).

Geometry as XYZ:
```
15
C4H8N2O (ωB97M-V/def2-TZVPD)
C -0.14829 0.21438 1.96800
N 0.09413 -0.61186 0.83206
C 0.56165 -0.01149 -0.46703
C 1.23438 1.27351 -0.34356
N 1.80276 2.27686 -0.22389
C -0.56513 -0.02356 -1.52910
O -1.03533 -1.34515 -1.70140
H -0.97099 0.91188 1.79004
H -0.36181 -0.44126 2.81520
H 0.76308 0.78429 2.19064
H -0.59903 -1.29439 0.55439
H 1.23973 -0.86479 -0.14242
H -0.26906 0.43628 -2.48595
H -1.43925 0.54138 -1.16596
H -0.30684 -1.84607 -2.09103
```

Properties
- HOMO-LUMO gap (eV) = 9.5
- relative energy (zero: lowest compared OMol25 entry of this formula, charge and spin) (eV) = 3.689
- SMILES string = CN[C@H](C#N)CO
- HOMO level (eV) = -8.86
- E_LUMO (eV) = 0.68